Arrangement 1

Density functional theory data (wB97M-V/def2-TZVPD) for a gas-phase ion, C5H11NO (charge -1).

The HOMO energy (alpha / beta) is 0.5 / -2.7 eV. Its expectation value of S² is 0.754. The HOMO-LUMO gap (alpha / beta) is 3.16 / 6.29 eV.

```
! wB97M-V def2-TZVPD RIJCOSX def2/J DEFGRID3
* xyz -1 2
O 1.188 -3.342 -1.208
C 0.361 0.188 0.491
N -0.691 -0.754 -0.004
C -0.193 2.665 0.485
H -0.133 3.565 -0.228
H -1.117 -2.755 0.487
H 1.399 -0.262 0.423
H -0.691 1.162 -1.135
C 0.268 -2.394 -1.171
H 0.552 -2.290 0.947
C -0.281 -2.109 0.254
H -1.638 -0.484 0.429
H -1.274 2.319 0.879
H 0.137 -1.779 -2.083
C 0.167 1.419 -0.437
H 0.264 0.479 1.562
H 0.510 2.831 1.335
H 1.172 1.541 -1.027
*
```

***

Arrangement 2

Density functional theory data (wB97M-V/def2-TZVPD) for 2 unconnected molecules or ions with the total composition C5H11NO.

The HOMO energy (alpha / beta) is 0.3 / -1.9 eV. Its expectation value of S² is 0.773. The HOMO-LUMO gap (alpha / beta) is 2.61 / 4.87 eV.

```
! wB97M-V def2-TZVPD RIJCOSX def2/J DEFGRID3
* xyz -1 2
H 0.017 -2.353 0.416
N -1.696 0.616 0.011
H 1.850 1.583 2.682
C 0.647 -0.213 0.477
H 2.210 -1.234 1.493
H -1.834 -0.381 0.153
C 0.411 -1.556 -0.207
H -0.093 1.705 1.042
H -0.196 -1.463 -1.119
H 3.352 0.572 2.487
C 1.713 -0.272 1.423
H -3.409 0.577 -3.454
C -0.326 0.776 0.539
H -1.962 1.064 -3.636
O -2.670 0.983 -2.993
C 2.308 0.708 2.225
H 1.386 -1.892 -0.552
H -1.708 0.781 -0.988
*
```

***

Arrangement 3

Density functional theory data (wB97M-V/def2-TZVPD) for 2 unconnected molecules or ions with the total composition C5H11NO.

The HOMO energy (alpha / beta) is 0.0 / -1.7 eV. Its expectation value of S² is 0.756. The HOMO-LUMO gap (alpha / beta) is 4.00 / 5.70 eV.

```
! wB97M-V def2-TZVPD RIJCOSX def2/J DEFGRID3
* xyz -1 2
H 0.544 1.424 -1.591
C -0.056 -0.561 0.118
N -1.436 -0.444 0.543
C 2.621 1.517 -1.313
H -2.896 -0.610 1.980
H 0.094 -1.655 -0.151
O -3.149 -2.787 0.531
H 0.938 2.374 -0.223
H 1.859 -0.076 0.566
H -3.897 -2.291 0.628
H -2.855 -2.456 -0.291
C -1.777 -0.565 1.739
H 3.387 1.838 -0.594
C 0.931 0.356 0.203
H -1.090 0.034 2.377
C 1.188 1.517 -0.782
H 2.778 1.918 -2.317
H 2.816 0.466 -1.423
*
```

***

Arrangement 4

Density functional theory data (wB97M-V/def2-TZVPD) for 2 unconnected molecules or ions with the total composition C5H11NO.

The HOMO energy (alpha / beta) is 0.4 / -2.7 eV. Its expectation value of S² is 0.759. The HOMO-LUMO gap (alpha / beta) is 3.61 / 6.64 eV.

```
! wB97M-V def2-TZVPD RIJCOSX def2/J DEFGRID3
* xyz -1 2
O 1.305 -2.060 1.431
C -2.649 -0.442 0.124
C -1.487 -0.310 -0.638
H -3.422 -1.145 -0.180
H 2.266 1.164 0.324
H 2.884 0.361 -1.124
H 1.443 -1.609 2.269
H -2.806 0.099 1.041
C 2.027 0.894 -0.707
C -0.370 0.506 -0.283
H 0.858 -1.364 0.911
H 1.884 1.797 -1.327
C -0.448 1.639 0.489
N 0.875 0.029 -0.751
H 0.385 2.282 0.745
H -1.399 -0.819 -1.604
H 0.839 -0.558 -1.569
H -1.411 1.920 0.891
*
```

***

The most stable of them is arrangement 4.

***

Arrangement 1

Density functional theory data (wB97M-V/def2-TZVPD) for 2 unconnected molecules or ions with the total composition C8H14N3.

The HOMO energy is -12.7 eV. The HOMO-LUMO gap is 9.02 eV.

```
! wB97M-V def2-TZVPD RIJCOSX def2/J DEFGRID3
* xyz 1 1
C -0.753 1.334 -0.295
N -0.040 0.369 0.065
N -1.918 -0.371 -2.070
H -3.526 -0.541 -1.188
H -1.525 3.044 -1.459
C -1.369 -0.935 -3.063
C 1.415 -1.527 -0.215
H 3.315 1.023 2.601
H 2.488 -1.663 0.057
C 1.777 -0.522 2.931
C 2.965 0.196 3.349
H 1.204 -0.942 3.789
H -1.339 3.065 0.385
H 0.910 -2.372 0.097
H -1.810 -1.050 -4.034
C -3.287 0.012 -2.055
H 3.859 -0.312 3.469
H -3.971 -0.123 -2.909
H 1.546 -1.306 -1.224
C -1.185 2.473 -0.526
C 0.831 -0.431 0.613
H -3.191 1.117 -1.718
N 1.115 -0.430 1.877
H 2.803 0.679 4.386
H -0.316 -0.788 -2.862
*
```

***

Arrangement 2

Density functional theory data (wB97M-V/def2-TZVPD) for a gas-phase ion, C8H14N3 (charge +1).

The HOMO energy is -13.0 eV. As for the structure (SMILES): C[C@H]1c2[nH]ncc2CC[N@@H+]1C. The HOMO-LUMO gap is 10.01 eV.

```
! wB97M-V def2-TZVPD RIJCOSX def2/J DEFGRID3
* xyz 1 1
C 2.539 0.559 -0.051
H 0.806 2.404 0.972
H 1.214 0.005 1.366
C -3.073 0.099 0.087
C -1.710 0.436 0.214
C 0.277 1.621 0.349
C 0.964 -2.140 -0.279
C -1.055 -0.629 -0.343
H 0.605 -2.395 0.703
H 2.010 -2.052 -0.171
H 0.653 -2.877 -1.118
H 2.735 1.021 -1.086
N -3.232 -1.001 -0.600
H -2.014 -2.324 -1.274
H 0.938 -0.397 -1.517
C -1.071 1.635 0.940
C 0.494 -0.684 -0.516
H 3.173 -0.298 0.061
N 1.093 0.368 0.390
H 0.225 1.802 -0.826
H -3.965 0.735 0.333
H -1.710 2.592 0.731
H -1.019 1.582 2.040
N -2.055 -1.428 -0.868
H 3.178 1.368 0.463
*
```

***

The most stable of them is arrangement 2.

***

Arrangement 1

Density functional theory data (wB97M-V/def2-TZVPD) for a gas-phase ion, C5H7N2 (charge +1).

The HOMO energy (alpha / beta) is -14.0 / -14.0 eV. As for the structure (SMILES): C=C1C[N+](=C)C=N1. The HOMO-LUMO gap (alpha / beta) is 8.26 / 8.26 eV.

```
! wB97M-V def2-TZVPD RIJCOSX def2/J DEFGRID3
* xyz 1 1
C 1.351 -0.099 0.023
H -0.105 1.279 1.247
N -1.082 -0.154 0.051
C -0.391 -1.419 0.056
C -0.144 0.901 0.228
H 3.406 -0.309 -0.288
H -2.810 0.941 -0.175
C 2.578 0.366 -0.133
H -2.950 -0.907 -0.320
N 0.866 -1.353 0.035
C -2.336 -0.032 -0.155
H -0.960 -2.334 0.057
H 2.796 1.421 -0.124
H -0.220 1.698 -0.502
*
```

***

Arrangement 2

Density functional theory data (wB97M-V/def2-TZVPD) for a gas-phase ion, C5H7N2 (charge +1).

The HOMO energy (alpha / beta) is -14.2 / -14.2 eV. As for the structure (SMILES): C/C=C/N=C=C=[NH2+]. The HOMO-LUMO gap (alpha / beta) is 7.82 / 7.82 eV.

```
! wB97M-V def2-TZVPD RIJCOSX def2/J DEFGRID3
* xyz 1 1
H 0.676 0.568 1.844
H 1.027 -1.090 1.943
H -1.466 -0.796 0.064
N 1.254 -0.171 1.601
C -0.910 -0.213 -0.776
H 1.510 0.703 -2.148
C 0.082 0.770 -0.321
C 1.236 0.996 -1.050
C 2.787 1.099 0.724
H -1.676 0.298 -1.291
C 2.567 -0.060 1.400
N 2.189 1.387 -0.318
H -0.494 -0.938 -1.322
H -0.174 1.551 0.446
*
```

***

Arrangement 3

Density functional theory data (wB97M-V/def2-TZVPD) for a gas-phase ion, C5H7N2 (charge +1).

The HOMO energy is -13.7 eV. As for the structure (SMILES): C=NC1=[NH+]C=CC1. The HOMO-LUMO gap is 9.05 eV.

```
! wB97M-V def2-TZVPD RIJCOSX def2/J DEFGRID3
* xyz 1 1
H -0.939 -1.502 -0.933
C 1.160 -1.618 -0.500
C -0.066 -0.910 -0.840
C -0.111 0.382 0.311
H 1.507 -2.465 -0.972
H -2.970 2.231 0.665
N -1.247 0.972 0.552
N 1.032 0.152 0.933
H 2.810 -0.988 0.721
H -0.180 -0.461 -1.801
C -2.053 1.899 0.240
H -1.980 2.578 -0.564
C 1.854 -0.879 0.367
H 1.182 0.610 1.820
*
```

***

The most stable of them is arrangement 1.

***

Arrangement 1

Density functional theory data (wB97M-V/def2-TZVPD) for 2 unconnected molecules or ions with the total composition C5H7N2.

The HOMO energy (alpha / beta) is -14.7 / -14.7 eV. The HOMO-LUMO gap (alpha / beta) is 7.51 / 7.52 eV.

```
! wB97M-V def2-TZVPD RIJCOSX def2/J DEFGRID3
* xyz 1 1
C -1.750 -1.823 -1.125
H -0.305 2.614 0.991
H -1.371 1.537 1.837
H 2.112 -0.609 -1.026
C -0.432 -1.894 -1.380
N -0.998 -0.325 0.171
C -0.405 1.695 1.603
N -2.038 -0.908 -0.138
C 0.124 -0.730 -0.571
H 1.560 0.642 0.199
H -2.616 -2.382 -1.383
C 1.318 -0.179 -0.489
H 0.364 0.995 2.067
H 0.193 -2.331 -2.170
*
```

***

Arrangement 2

Density functional theory data (wB97M-V/def2-TZVPD) for a gas-phase ion, C5H7N2 (charge +1).

The HOMO energy (alpha / beta) is -14.2 / -14.2 eV. The HOMO-LUMO gap (alpha / beta) is 6.74 / 7.24 eV.

```
! wB97M-V def2-TZVPD RIJCOSX def2/J DEFGRID3
* xyz 1 1
H 2.847 -1.878 0.404
C 2.200 -0.081 -0.062
H 2.075 1.731 0.840
C 1.493 1.060 0.237
C -2.894 -0.258 0.591
C 0.134 1.013 0.373
N -0.789 0.434 -0.317
H -2.473 0.659 -1.352
N 2.158 -1.187 0.576
H -0.284 1.780 1.111
H -3.955 -0.506 0.422
H -2.509 -0.802 1.363
H 2.755 0.153 -0.972
C -2.081 0.335 -0.349
*
```

***

Arrangement 3

Density functional theory data (wB97M-V/def2-TZVPD) for a gas-phase ion, C5H7N2 (charge +1).

The HOMO energy is -13.9 eV. As for the structure (SMILES): C[N+]#CN1C=C1C. The HOMO-LUMO gap is 10.40 eV.

```
! wB97M-V def2-TZVPD RIJCOSX def2/J DEFGRID3
* xyz 1 1
C 0.338 -1.204 -0.140
H -2.413 -2.511 0.849
H 2.916 0.379 0.642
H -1.866 1.236 -1.285
C -2.068 -1.514 0.386
N -0.878 -1.375 -0.455
H 3.387 -1.303 0.462
C -1.907 -0.336 -0.033
N 1.414 -0.877 0.075
C 2.731 -0.467 0.065
H -3.272 1.355 -0.105
C -2.224 1.058 -0.291
H 3.326 -0.105 -0.867
H -1.835 1.756 0.317
*
```

***

Arrangement 4

Density functional theory data (wB97M-V/def2-TZVPD) for a molecular structure, C5H7N2.

The HOMO energy is -14.7 eV. The HOMO-LUMO gap is 9.75 eV.

```
! wB97M-V def2-TZVPD RIJCOSX def2/J DEFGRID3
* xyz 1 1
H -2.286 -0.368 0.863
C 0.294 -1.222 -0.758
C 0.773 0.276 0.073
H -2.018 -1.928 1.486
H 0.759 0.001 1.168
H -1.036 1.327 0.619
H 0.453 2.167 0.389
N -1.749 -1.250 0.794
C -0.696 -1.386 0.012
N 1.523 -1.145 -1.395
C -0.132 1.496 -0.128
H -0.469 1.621 -1.210
H 2.702 0.459 -1.108
C 1.882 -0.048 -0.804
*
```

***

The most stable of them is arrangement 3.

***

Arrangement 1

Density functional theory data (wB97M-V/def2-TZVPD) for a gas-phase ion, C5H7N2 (charge +1).

The HOMO energy is -15.5 eV. As for the structure (SMILES): CCC=[N+]=c1cn1. The HOMO-LUMO gap is 10.07 eV.

```
! wB97M-V def2-TZVPD RIJCOSX def2/J DEFGRID3
* xyz 1 1
C -1.565 0.326 -0.071
C 0.935 -0.269 -0.679
H -2.605 -0.202 0.019
C 0.013 2.692 1.420
H 0.236 2.476 2.489
H -0.314 -1.375 0.500
C -0.485 -0.746 -0.304
N -1.298 1.539 -0.310
H 1.592 -1.160 -0.607
H 1.084 0.075 -1.710
H 1.308 0.538 0.101
C -0.719 2.484 0.233
H -0.755 -1.383 -1.034
N 0.135 3.518 0.499
*
```

***

Arrangement 2

Density functional theory data (wB97M-V/def2-TZVPD) for a gas-phase ion, C5H7N2 (charge +1).

The HOMO energy is -15.0 eV. As for the structure (SMILES): C/C=C1/C=NC=[NH+]1. The HOMO-LUMO gap is 8.78 eV.

```
! wB97M-V def2-TZVPD RIJCOSX def2/J DEFGRID3
* xyz 1 1
C 0.349 -0.189 0.077
C 2.168 0.924 -0.044
H 2.993 1.598 -0.113
N 2.534 -0.353 -0.067
C -1.016 -0.642 0.076
H -2.593 -0.133 -1.058
H 0.325 1.950 0.250
H 1.552 -2.101 -0.009
C -2.264 0.049 -0.030
H -1.152 -1.769 0.077
H -2.157 1.053 0.191
C 1.447 -1.081 -0.012
N 0.813 1.079 0.027
H -2.999 -0.386 0.636
*
```

***

Arrangement 3

Density functional theory data (wB97M-V/def2-TZVPD) for a gas-phase ion, C5H7N2 (charge +1).

The HOMO energy is -15.2 eV. As for the structure (SMILES): C/C=N\C1=[N+]=C1C. The HOMO-LUMO gap is 10.52 eV.

```
! wB97M-V def2-TZVPD RIJCOSX def2/J DEFGRID3
* xyz 1 1
C -1.618 1.468 -0.299
H 2.267 -1.358 -0.731
H -2.175 2.087 -0.965
C -2.146 0.361 0.474
H -2.825 -0.218 -0.136
C 2.765 -0.588 -0.250
H 2.812 -1.012 0.735
N -0.365 1.619 -0.507
C 0.729 1.306 -0.015
H -1.359 -0.282 0.729
H 3.763 -0.135 -0.691
H -2.697 0.881 1.201
C 1.839 0.527 -0.141
N 1.910 1.664 0.550
*
```

***

The most stable of them is arrangement 2.